A structure of composition C23H40N7O6S2V. Source: the OMol25 dataset; level of theory: the ωB97M-V functional and the def2-TZVPD basis.

Expectation value of S²: 2.013
Kohn-Sham gap (spin up / spin down) in eV: 8.54 / 8.74
Max |F| in Eh/bohr: 0.0544
2S+1: 3
Net charge: +2
Energy relative to the best compared isomer or geometry (same formula, charge and spin) in eV: 1.211

Each line ends with the Löwdin charge.
Atoms and positions in Å:
V (-0.366, -0.145, -0.578)  0.785
C (4.364, -2.787, -0.893)  0.009
N (2.904, -2.697, -1.008)  -0.095
C (2.289, -3.586, -2.000)  0.023
C (2.177, -1.862, -0.303)  -0.373
O (0.928, -1.796, -0.407)  -0.093
C (2.872, -0.949, 0.697)  -0.082
O (1.933, -0.077, 1.315)  -0.124
C (1.316, -0.594, 2.474)  -0.113
C (-0.178, -0.722, 2.286)  -0.366
O (-0.695, -0.364, 1.182)  -0.141
N (-0.908, -1.149, 3.265)  -0.079
C (-2.377, -1.236, 3.155)  0.036
C (-0.305, -1.452, 4.577)  0.016
H (4.647, -3.733, -0.435)  0.108
H (4.775, -1.970, -0.310)  0.086
H (4.796, -2.736, -1.890)  0.109
H (2.602, -4.611, -1.802)  0.106
H (2.625, -3.295, -2.996)  0.110
H (1.212, -3.514, -1.945)  0.086
H (3.595, -0.325, 0.182)  0.126
H (3.399, -1.538, 1.447)  0.147
H (1.496, 0.088, 3.303)  0.112
H (1.726, -1.568, 2.746)  0.146
H (-2.690, -1.018, 2.144)  0.090
H (-2.828, -0.522, 3.840)  0.110
H (-2.692, -2.242, 3.423)  0.108
H (0.515, -2.162, 4.482)  0.103
H (-1.068, -1.902, 5.202)  0.104
H (0.050, -0.542, 5.060)  0.107
C (-3.758, -3.686, -3.568)  -0.063
C (-4.344, -2.855, -2.436)  -0.231
N (-4.156, -1.405, -2.644)  -0.100
C (-5.232, -0.730, -3.408)  -0.184
C (-6.276, -0.104, -2.498)  -0.062
C (-3.103, -0.731, -2.216)  -0.592
S (-1.829, -1.651, -1.427)  0.842
N (-3.110, 0.587, -2.490)  0.133
C (-2.341, 1.520, -2.009)  -0.361
O (-1.516, 1.404, -1.009)  -0.158
C (-2.498, 2.868, -2.625)  -0.130
C (-1.488, 3.820, -2.556)  -0.028
C (-1.628, 5.058, -3.162)  -0.063
C (-2.799, 5.362, -3.843)  -0.056
C (-3.815, 4.419, -3.922)  -0.048
C (-3.663, 3.178, -3.324)  -0.008
H (-3.953, -4.744, -3.387)  0.088
H (-2.679, -3.542, -3.641)  0.064
H (-4.209, -3.418, -4.526)  0.082
H (-3.915, -3.134, -1.479)  0.081
H (-5.419, -3.013, -2.367)  0.124
H (-5.679, -1.495, -4.041)  0.122
H (-4.776, 0.015, -4.050)  0.111
H (-6.736, -0.853, -1.848)  0.079
H (-7.067, 0.351, -3.097)  0.086
H (-5.825, 0.669, -1.873)  0.070
H (-0.553, 3.583, -2.076)  0.082
H (-0.824, 5.782, -3.115)  0.109
H (-2.914, 6.328, -4.318)  0.115
H (-4.728, 4.649, -4.455)  0.115
H (-4.454, 2.441, -3.379)  0.105
N (1.126, 5.158, 3.261)  0.103
C (0.142, 4.283, 3.537)  -0.904
N (-0.900, 4.747, 4.216)  0.119
S (0.211, 2.657, 3.026)  0.656
H (1.130, 6.076, 3.677)  0.119
H (2.024, 4.775, 3.023)  0.098
H (-0.944, 5.689, 4.571)  0.126
H (-1.673, 4.132, 4.398)  0.106
N (0.911, 2.857, -0.139)  0.172
C (2.155, 2.472, -0.878)  -0.027
C (2.081, 1.135, -1.599)  -0.585
O (3.132, 0.687, -1.977)  0.122
O (0.894, 0.594, -1.751)  -0.130
H (0.797, 3.868, -0.103)  0.159
H (0.890, 2.559, 0.849)  0.006
H (0.067, 2.479, -0.583)  0.085
H (2.988, 2.443, -0.185)  0.141
H (2.355, 3.223, -1.636)  0.147

A structure of composition C6H16B3F12NO2Ti. Source: the OMol25 dataset; level of theory: the ωB97M-V functional and the def2-TZVPD basis.

Expectation value of S²: 3.752
Kohn-Sham gap (spin up / spin down) in eV: 3.61 / 10.44
Max |F| in Eh/bohr: 0.0261
2S+1: 4
Net charge: -1
Energy relative to the best compared isomer or geometry (same formula, charge and spin) in eV: 0.950

Each line ends with the Löwdin charge.
Atoms and positions in Å:
Ti (-2.167, -1.957, -2.948)  1.334
C (4.768, 0.957, 2.883)  -0.109
O (3.504, 1.564, 2.758)  -0.203
C (2.672, 1.286, 3.866)  -0.253
C (1.339, 1.940, 3.669)  -0.273
N (0.689, 1.537, 2.421)  -0.029
H (1.014, 0.602, 2.145)  0.132
H (-0.389, 1.444, 2.630)  0.038
C (0.907, 2.464, 1.279)  -0.156
C (0.396, 1.847, 0.006)  -0.215
O (0.829, 0.499, -0.082)  -0.197
C (-0.235, -0.401, -0.343)  -0.110
H (5.327, 1.377, 3.730)  0.087
H (5.324, 1.154, 1.969)  0.089
H (4.675, -0.128, 3.015)  0.090
H (3.143, 1.664, 4.788)  0.126
H (2.538, 0.199, 3.984)  0.121
H (1.436, 3.021, 3.710)  0.116
H (0.665, 1.626, 4.482)  0.059
H (1.982, 2.623, 1.252)  0.118
H (0.404, 3.390, 1.557)  0.107
H (0.831, 2.404, -0.833)  0.132
H (-0.688, 1.937, -0.085)  0.121
H (-0.976, -0.363, 0.466)  0.082
H (0.141, -1.412, -0.464)  0.091
H (-0.766, -0.084, -1.252)  0.065
B (-4.036, -3.484, -1.367)  -1.183
F (-5.321, -3.022, -1.398)  0.179
F (-3.589, -3.897, -2.674)  0.067
F (-3.112, -2.375, -1.069)  0.003
F (-3.848, -4.483, -0.444)  0.164
B (-3.498, 0.543, -3.314)  -1.246
F (-2.796, 0.801, -2.107)  0.090
F (-3.938, 1.696, -3.903)  0.172
F (-2.535, -0.120, -4.159)  0.040
F (-4.470, -0.405, -3.034)  0.147
B (-0.008, -2.905, -4.271)  -1.248
F (1.046, -3.028, -5.113)  0.192
F (0.293, -2.049, -3.151)  0.067
F (-1.149, -2.344, -4.909)  0.072
F (-0.403, -4.117, -3.690)  0.121

The molecule C5H8FN. Source: the OMol25 dataset; level of theory: the ωB97M-V functional and the def2-TZVPD basis.

Kohn-Sham gap in eV: 9.05
Max |F| in Eh/bohr: 0.1095
2S+1: 1
Net charge: 0
Energy relative to the best compared isomer or geometry (same formula, charge and spin) in eV: 3.548

Each line ends with the Löwdin charge.
Atoms and positions in Å:
C (-1.163, 0.803, -0.638)  -0.095
C (0.259, -1.038, 0.722)  -0.133
C (-0.761, 0.153, 0.690)  -0.287
C (-0.091, 1.374, 0.272)  -0.077
C (1.703, 0.320, -0.555)  -0.179
N (1.150, -0.933, -0.459)  -0.007
F (2.719, 0.582, 0.358)  -0.006
H (-0.834, 0.386, -1.539)  0.062
H (-2.119, 1.360, -0.535)  0.107
H (0.845, -1.092, 1.557)  0.072
H (-0.422, -2.010, 0.748)  0.148
H (-1.544, 0.056, 1.446)  0.131
H (0.361, 2.241, 0.713)  0.088
H (1.782, 0.751, -1.485)  0.102
H (0.631, -1.051, -1.263)  0.074

The molecule C5H5NO2. Source: the OMol25 dataset; level of theory: the ωB97M-V functional and the def2-TZVPD basis.

Structure (SMILES): O=C[C@H]1[C@H]2C=NO[C@H]21
Kohn-Sham gap in eV: 9.64
Max |F| in Eh/bohr: 0.1289
2S+1: 1
Net charge: 0
Energy relative to the best compared isomer or geometry (same formula, charge and spin) in eV: 5.337

Each line ends with the Löwdin charge.
Atoms and positions in Å:
O (0.693, 0.505, -2.515)  0.014
C (0.124, 0.566, -1.409)  -0.236
C (0.897, -0.068, -0.405)  -0.138
C (0.412, 0.122, 0.955)  -0.193
C (-0.855, 0.754, 0.958)  -0.086
N (-1.824, 0.044, 0.362)  0.141
O (-1.270, -1.279, 0.195)  -0.035
C (0.009, -1.211, 0.356)  -0.234
H (-0.766, 1.187, -1.259)  0.129
H (1.801, -0.405, -0.937)  0.168
H (1.245, 0.269, 1.660)  0.159
H (-1.070, 1.686, 1.340)  0.111
H (0.603, -2.171, 0.699)  0.200

A cluster of 2 separate species, C3H2BrClO in total. Source: the OMol25 dataset; level of theory: the ωB97M-V functional and the def2-TZVPD basis.

Expectation value of S²: 2.018
Kohn-Sham gap (spin up / spin down) in eV: 6.87 / 6.78
Max |F| in Eh/bohr: 0.0835
2S+1: 3
Net charge: 0
Energy relative to the best compared isomer or geometry (same formula, charge and spin) in eV: 2.052

Each line ends with the Löwdin charge.
Atoms and positions in Å:
C (-0.070, -0.393, -0.147)  -0.089
C (0.140, 0.880, 0.054)  -0.648
C (0.248, -1.701, 1.465)  -0.743
O (0.587, -1.349, 2.522)  0.086
Cl (0.028, 2.177, -1.134)  0.566
Br (-0.349, -3.406, 0.882)  0.674
H (-0.700, -0.867, -0.891)  0.061
H (0.723, 1.092, 1.019)  0.093